1 | Formula: C5H11NO2
Source: the Open Molecules 2025 dataset
Level of theory: ωB97M-V/def2-TZVPD

```
19
C5H11NO2, DFT ωB97M-V/def2-TZVPD
N 2.0366 1.3673 1.2522
C 0.8473 1.3059 2.0104
O 1.1079 1.2803 3.1658
C -0.4088 0.9968 1.2076
C -0.2977 -0.3084 0.3688
C -1.0880 -0.1115 -0.9491
C -0.9518 -1.5429 -1.6592
O 0.4049 -1.7746 -2.0609
H 2.1147 1.4582 0.2662
H 2.8339 1.4662 1.8947
H -0.6839 1.9498 0.6424
H -1.1771 0.6469 1.8684
H 0.6974 -0.4155 -0.1706
H -0.4252 -1.1400 0.9879
H -0.6909 0.7199 -1.5043
H -2.0648 0.3165 -0.6345
H -1.4672 -1.5937 -2.6163
H -1.3528 -2.4346 -1.0804
H 0.5654 -2.1866 -2.9892
```

Calculated values
structure (SMILES)	NC(=O)CCCCO
2S+1	1
E_LUMO	0.70	eV
M	117.15	g mol⁻¹
highest occupied orbital energy	-9.5	eV
frontier orbital gap	0.37586	Ha

***

2 | Formula: C5H11NO2
Source: the Open Molecules 2025 dataset
Level of theory: ωB97M-V/def2-TZVPD

```
19
C5H11NO2, DFT ωB97M-V/def2-TZVPD
C 1.6973 0.0011 -1.1303
O 1.2756 -0.2487 0.1937
C 0.9480 0.8431 1.1585
N 0.8001 2.0682 0.5754
O 1.1665 0.6551 2.3211
H 2.4069 0.8316 -1.1907
H 2.1933 -0.9033 -1.4846
H 0.8305 0.2123 -1.7678
H 0.7194 2.8451 1.2112
H 0.5622 2.1435 -0.3986
C -1.7311 -0.0938 -1.0078
C -1.2959 -0.4503 0.1951
C -1.2014 -1.8332 0.7412
H -1.9203 -0.8373 -1.7685
H -1.8669 0.9378 -1.2961
H -1.0715 0.3495 0.9732
H -0.9650 -2.5427 -0.0498
H -2.1342 -2.1145 1.2304
H -0.4135 -1.8635 1.4942
```

Calculated values
structure (SMILES)	COC(N)=O.C=CC
2S+1	1
E_LUMO	0.79	eV
M	117.15	g mol⁻¹
highest occupied orbital energy	-9.5	eV
frontier orbital gap	0.37679	Ha

***

Energies relative to the most stable structure, in kcal/mol: 1 6.4; 2 0.0.

***

1 | Formula: C5H11NO2
Source: the Open Molecules 2025 dataset
Level of theory: ωB97M-V/def2-TZVPD

```
19
C5H11NO2, DFT ωB97M-V/def2-TZVPD
C -1.9303 1.1097 -0.9875
C -0.5885 0.4457 -0.9139
C -0.4376 -0.8078 -1.3304
N 0.7601 -1.5422 -1.3534
H -2.6949 0.3836 -1.2518
H -2.1865 1.6012 -0.0461
H -1.9410 1.8981 -1.7454
H 0.3236 1.0052 -0.7382
H -1.2903 -1.3780 -1.6826
H 0.7777 -2.2685 -2.0542
H 1.5895 -0.9677 -1.4292
C 1.0290 0.9850 1.9096
C 0.6641 -0.4712 1.7942
O -0.4190 -0.8997 2.0921
O 1.6518 -1.2353 1.2927
H 2.0037 1.1675 1.4598
H 0.2580 1.5489 1.3992
H 1.0989 1.3107 2.9471
H 1.3317 -1.8850 0.6380
```

Calculated values
structure (SMILES)	C/C=C/N.CC(=O)O
2S+1	1
E_LUMO	0.87	eV
M	117.15	g mol⁻¹
highest occupied orbital energy	-8.5	eV
frontier orbital gap	0.34301	Ha

***

2 | Formula: C5H11NO2
Source: the Open Molecules 2025 dataset
Level of theory: ωB97M-V/def2-TZVPD

```
19
C5H11NO2, DFT ωB97M-V/def2-TZVPD
O -1.4136 -0.0234 -1.9117
C -0.9427 0.8215 -1.1553
C 0.4980 0.9075 -0.7846
C 0.9314 -0.0213 0.3779
C 0.0163 0.1179 1.5777
C 0.6814 -0.1030 2.7667
N -1.3993 -0.0898 1.2490
H -1.6074 1.6366 -0.8556
H 0.5928 1.9818 -0.6364
H 1.0939 0.5899 -1.6483
H 1.9265 0.3427 0.6503
H 0.9024 -1.0561 0.0346
H 1.1297 0.7134 3.2963
H -0.5861 -0.2477 3.8752
H -1.8501 0.2443 2.0810
H -1.6503 -1.0733 1.1286
H 0.7859 -2.0003 -3.9787
H 0.0005 -1.2312 -2.9079
O 0.8906 -1.5094 -3.1586
```

Calculated values
2S+1	1
E_LUMO	0.21	eV
M	117.15	g mol⁻¹
highest occupied orbital energy	-9.5	eV
frontier orbital gap	0.35849	Ha

***

3 | Formula: C5H11NO2
Source: the Open Molecules 2025 dataset
Level of theory: ωB97M-V/def2-TZVPD

```
19
C5H11NO2, DFT ωB97M-V/def2-TZVPD
C -1.5099 -0.8892 -1.8612
C -0.4454 -1.3541 -1.1871
C -0.6240 -2.0108 0.1556
N 0.8063 -1.2906 -1.6629
O 1.0669 -0.3082 -2.3669
H -1.4092 -0.4212 -2.8369
H -2.5144 -0.9754 -1.4608
H -1.4767 -1.5850 0.6972
H -0.7953 -3.0854 0.0342
H 0.2561 -1.8752 0.7947
C 1.8643 1.2213 1.2286
O 0.9834 1.9918 0.4240
C -0.3633 1.8895 0.8595
H 1.7689 0.1614 0.9766
H 2.8896 1.5361 1.0177
H 1.6611 1.3709 2.2935
H -0.5045 2.4924 1.7611
H -0.6409 0.8513 1.0613
H -1.0131 2.2804 0.0720
```

Calculated values
structure (SMILES)	C=C(C)N=O.COC
2S+1	1
E_LUMO (spin up / spin down)	-0.80 / -0.80	eV
M	117.15	g mol⁻¹
highest occupied orbital energy (spin up / spin down)	-9.3 / -9.3	eV
frontier orbital gap (spin up / spin down)	0.31185 / 0.31185	Ha

***

Energies relative to the most stable structure, in kcal/mol: 1 0.0; 2 102.6; 3 90.6.

***

1 | Formula: C5H11NO2
Source: the Open Molecules 2025 dataset
Level of theory: ωB97M-V/def2-TZVPD

```
19
C5H11NO2, DFT ωB97M-V/def2-TZVPD
C 2.9108 -0.2270 -0.7794
C 1.6578 -0.2550 -1.1942
C 0.7130 -1.4018 -0.8626
C -0.3944 -0.9648 0.1083
C -1.1387 0.3014 -0.2532
N -1.6599 0.3180 -1.5030
O -1.3525 1.2159 0.5247
H 3.6147 0.5659 -1.0035
H 3.3163 -1.0254 -0.1682
H 1.1896 0.5475 -1.7698
H 0.2739 -1.7733 -1.7881
H 1.2909 -2.1881 -0.3700
H -1.1811 -1.7166 0.1766
H 0.0073 -0.8614 1.1129
H -1.3216 -0.3207 -2.1999
H -2.1065 1.1703 -1.7987
O -0.4579 0.7465 3.2132
H -0.9494 1.4778 3.5923
H -0.6205 0.8255 2.2621
```

Calculated values
structure (SMILES)	C=CCCC(N)=O.O
2S+1	1
E_LUMO	0.76	eV
M	117.15	g mol⁻¹
highest occupied orbital energy	-10.1	eV
frontier orbital gap	0.39889	Ha

***

2 | Formula: C5H11NO2
Source: the Open Molecules 2025 dataset
Level of theory: ωB97M-V/def2-TZVPD

```
19
C5H11NO2, DFT ωB97M-V/def2-TZVPD
O -1.6442 0.5035 -2.5138
C -1.1779 -0.1503 -1.6226
C -0.9351 0.3481 -0.2068
C 0.5166 0.1423 0.1702
C 0.4798 -0.3080 1.6810
C -0.9815 -0.5940 1.9867
N -1.7820 -0.3390 0.7429
H -0.9124 -1.2161 -1.7289
H -1.1695 1.4172 -0.1893
H 0.9942 -0.6476 -0.3993
H 1.1332 1.0374 0.2477
H 1.2372 -1.0931 1.7059
H 0.8214 0.3964 2.4401
H -1.3576 0.1267 2.7076
H -1.2175 -1.6143 2.2822
H -2.6045 0.1391 1.0580
O 4.0955 0.1849 -0.4459
H 3.2478 0.4901 -0.0958
H 4.2514 0.8913 -1.0849
```

Calculated values
structure (SMILES)	O=C[C@@H]1CCCN1.O
2S+1	1
E_LUMO	0.65	eV
M	117.15	g mol⁻¹
highest occupied orbital energy	-9.1	eV
frontier orbital gap	0.35820	Ha

***

3 | Formula: C5H11NO2
Source: the Open Molecules 2025 dataset
Level of theory: ωB97M-V/def2-TZVPD

```
19
C5H11NO2, DFT ωB97M-V/def2-TZVPD
C 2.0866 -0.5788 1.5659
C 2.1658 -1.3142 0.2509
C 1.1546 -1.3177 -0.6216
O 1.1517 -2.0125 -1.8490
H 3.1089 -0.2299 1.8369
H 1.4911 0.3460 1.4201
H 1.7007 -1.2559 2.3189
H 3.0176 -2.0874 0.2060
H 0.1892 -0.8368 -0.3772
H 0.2205 -2.1204 -2.1537
C -2.2269 0.0694 -0.4916
N -1.1742 1.1168 -0.5269
C -1.0913 2.0918 0.4490
O -1.8549 2.1564 1.3872
H -2.0734 -0.5737 0.3786
H -2.1491 -0.4817 -1.4330
H -3.2232 0.5191 -0.5709
H -0.7664 1.3364 -1.4402
H -0.2031 2.7113 0.2826
```

Calculated values
structure (SMILES)	C/C=C/O.CNC=O
2S+1	1
E_LUMO	0.50	eV
M	117.15	g mol⁻¹
highest occupied orbital energy	-8.8	eV
frontier orbital gap	0.34038	Ha

***

Energies relative to the most stable structure, in kcal/mol: 1 0.0; 2 29.8; 3 31.7.

***

1 | Formula: C5H11NO2
Source: the Open Molecules 2025 dataset
Level of theory: ωB97M-V/def2-TZVPD

```
19
C5H11NO2, DFT ωB97M-V/def2-TZVPD
C 2.1303 0.3437 1.0861
C 0.8174 0.3568 1.7721
O 0.5462 0.9870 2.7738
N -0.1929 -0.4304 1.2223
C -0.1620 -1.0692 -0.0870
C -0.5602 -0.0535 -1.2153
C -1.6144 0.9839 -0.8670
O -0.9962 -0.7670 -2.3778
H 1.9021 1.0152 0.2415
H 2.4366 -0.5914 0.6047
H 2.9594 0.7015 1.6987
H -0.9798 -0.5937 1.8298
H 0.7911 -1.5348 -0.3501
H -0.9197 -1.8616 -0.0875
H 0.3539 0.4630 -1.5626
H -1.4305 1.9624 -1.3293
H -2.5835 0.7117 -1.2761
H -1.6459 1.0887 0.2242
H -0.8520 -1.7121 -2.3006
```

Calculated values
structure (SMILES)	CC(=O)NC[C@H](C)O
2S+1	1
E_LUMO	0.71	eV
M	117.15	g mol⁻¹
highest occupied orbital energy	-9.6	eV
frontier orbital gap	0.38032	Ha

***

2 | Formula: C5H11NO2
Source: the Open Molecules 2025 dataset
Level of theory: ωB97M-V/def2-TZVPD

```
19
C5H11NO2, DFT ωB97M-V/def2-TZVPD
C 1.5493 -1.7322 -0.2757
C 1.5309 -0.1848 -0.0074
C 0.5070 0.3333 0.9909
C -0.1946 1.5278 0.1912
C -1.4461 1.1391 -0.5831
H 2.1677 -1.9752 -1.1772
H 0.3015 -1.8562 -0.4857
H 1.7873 -2.4894 0.5287
H 1.3363 0.2980 -1.0460
H 2.5697 -0.0592 0.1584
H 0.8921 0.7575 2.0279
H -0.5565 -0.4631 1.1707
H 0.3799 2.2986 -0.3812
H -0.6656 2.3069 1.0949
H -1.9417 2.1654 -0.9039
H -1.2212 0.6277 -1.6549
N -2.0519 -1.1560 -0.3105
O -2.3334 0.2742 0.1441
O -2.6107 -1.8123 0.5189
```

Calculated values
2S+1	1
E_LUMO	-0.56	eV
M	117.15	g mol⁻¹
highest occupied orbital energy	-10.4	eV
frontier orbital gap	0.36269	Ha

***

Energies relative to the most stable structure, in kcal/mol: 1 0.0; 2 137.7.

***

1 | Formula: C3H5N3
Source: the Open Molecules 2025 dataset
Level of theory: ωB97M-V/def2-TZVPD

```
11
C3H5N3, DFT ωB97M-V/def2-TZVPD
C 0.6684 -1.1683 0.9567
N -0.0265 -0.2085 0.0654
C -1.6450 0.3859 -1.2720
N -1.2649 1.5034 -1.4962
N 0.0369 1.9835 -0.8283
C 0.4888 0.9780 -0.0951
H 1.7216 -1.3277 0.6731
H 0.1821 -2.1476 0.9212
H 0.6669 -0.8505 2.0121
H -2.2424 -0.5066 -1.2982
H 1.4141 1.3587 0.3613
```

Calculated values
2S+1	1
E_LUMO	0.27	eV
M	83.09	g mol⁻¹
highest occupied orbital energy	-8.8	eV
frontier orbital gap	0.33169	Ha

***

2 | Formula: C3H5N3
Source: the Open Molecules 2025 dataset
Level of theory: ωB97M-V/def2-TZVPD

```
11
C3H5N3, DFT ωB97M-V/def2-TZVPD
N -1.6214 1.5894 -0.2759
C -0.6046 0.7255 -0.0095
C -0.5576 -0.7465 0.0312
N 0.7462 -1.3304 -0.1837
C 1.7423 -0.5501 -0.1978
N 0.0604 1.6992 0.4014
H -2.4164 1.2498 0.2965
H -0.9349 -1.0627 1.0148
H -1.2758 -1.1070 -0.7115
H 2.7377 -0.9540 -0.3601
H 1.6795 0.5348 -0.0586
```

Calculated values
2S+1	1
E_LUMO	0.04	eV
M	83.09	g mol⁻¹
highest occupied orbital energy	-9.7	eV
frontier orbital gap	0.35809	Ha

***

Energies relative to the most stable structure, in kcal/mol: 1 0.0; 2 10.3.

***

1 | Formula: C3H5N3
Source: the Open Molecules 2025 dataset
Level of theory: ωB97M-V/def2-TZVPD

```
11
C3H5N3, DFT ωB97M-V/def2-TZVPD
C 1.2655 -0.0215 0.1514
N -0.5467 0.4029 0.8319
C -1.2787 -0.6485 0.5282
N -1.5229 -0.7805 -0.8082
N -0.8833 0.1681 -1.4253
C -0.1861 0.8590 -0.4489
H 1.1504 -0.9790 -0.3506
H 1.5174 -0.1646 1.2130
H 1.9879 0.6367 -0.3036
H -1.6372 -1.3517 1.2647
H 0.1337 1.8792 -0.6525
```

Calculated values
2S+1	1
E_LUMO	-0.04	eV
M	83.09	g mol⁻¹
highest occupied orbital energy	-10.0	eV
frontier orbital gap	0.36494	Ha

***

2 | Formula: C3H5N3
Source: the Open Molecules 2025 dataset
Level of theory: ωB97M-V/def2-TZVPD

```
11
C3H5N3, DFT ωB97M-V/def2-TZVPD
C -1.6115 -0.3058 0.0387
N -0.1700 -0.1510 -0.0295
C 0.5446 0.9734 0.0819
N 1.8125 0.6637 0.2147
C 1.8655 -0.7468 0.0461
N 0.6342 -1.2429 -0.1169
H -1.9269 -0.9817 -0.7575
H -1.8899 -0.7325 1.0058
H -2.0947 0.6678 -0.0856
H 0.1240 1.9690 0.1081
H 2.7123 -0.1130 -0.5056
```

Calculated values
structure (SMILES)	Cn1cncn1
2S+1	1
E_LUMO	0.78	eV
M	83.09	g mol⁻¹
highest occupied orbital energy	-9.5	eV
frontier orbital gap	0.37871	Ha

***

Energies relative to the most stable structure, in kcal/mol: 1 0.0; 2 7.8.